{
  "formula": "C5H20N2O6",
  "method": "ωB97M-V/def2-TZVPD",
  "charge": 0,
  "homo_energy_ev": -9.109,
  "smiles": "[H]/N=C\\NCCCC=O.O.O.O.O.O",
  "largest_force_ev_per_a": 1.81,
  "spin_multiplicity": 1,
  "symbols": ["O", "C", "C", "C", "C", "N", "C", "N", "H", "H", "H", "H", "H", "H", "H", "H", "H", "H", "H", "H", "O", "H", "H", "O", "H", "H", "O", "H", "H", "O", "H", "H", "O"],
  "coordinates": [[-2.100, 1.658, 0.295], [-2.818, 0.691, 0.213], [-2.636, -0.354, -0.838], [-2.347, -1.714, -0.190], [-1.000, -1.784, 0.547], [2.273, -0.888, -0.763], [1.307, -1.156, -0.011], [0.180, -1.900, -0.304], [-3.633, 0.555, 0.937], [-3.523, -0.422, -1.482], [-1.834, -0.081, -1.507], [-2.363, -2.506, -0.935], [-3.111, -1.954, 0.547], [-0.927, -0.954, 1.247], [-1.041, -2.675, 1.175], [2.171, -1.155, -1.739], [1.362, -0.841, 1.024], [-0.003, -2.012, -1.291], [2.141, 1.886, 0.604], [2.692, 1.291, -0.753], [2.212, 2.030, -0.375], [-0.874, 1.875, -1.048], [0.656, 1.967, -1.290], [-0.205, 1.865, -1.781], [-0.289, -0.063, -4.270], [-0.359, 0.453, -2.826], [-0.460, -0.370, -3.398], [2.864, -0.810, 4.412], [2.013, -1.548, 3.397], [2.017, -0.753, 3.932], [1.991, 0.791, 2.995], [1.201, 2.105, 2.705], [1.984, 1.602, 2.442]]
}

***

{
  "formula": "C48H60Cl3FIO5Y",
  "method": "ωB97M-V/def2-TZVPD",
  "charge": -2,
  "homo_energy_ev": -2.342,
  "largest_force_ev_per_a": 3.40,
  "spin_multiplicity": 1,
  "symbols": ["Y", "C", "O", "C", "C", "C", "C", "C", "C", "C", "C", "C", "C", "C", "C", "C", "C", "C", "C", "C", "C", "C", "C", "C", "C", "C", "C", "C", "C", "C", "C", "C", "C", "O", "C", "C", "C", "C", "C", "O", "C", "C", "C", "C", "C", "C", "O", "C", "C", "C", "C", "H", "H", "H", "H", "H", "H", "H", "H", "H", "H", "H", "H", "H", "H", "H", "H", "H", "H", "H", "H", "H", "H", "H", "H", "H", "H", "H", "H", "H", "H", "H", "H", "H", "H", "H", "H", "H", "H", "H", "H", "H", "H", "H", "H", "H", "H", "H", "H", "H", "H", "H", "H", "H", "H", "H", "H", "H", "H", "Cl", "C", "Cl", "H", "H", "I", "F", "Cl", "O", "C"],
  "coordinates": [[16.218, 9.734, 13.116], [16.681, 6.704, 15.301], [16.206, 8.024, 15.234], [15.583, 8.534, 16.307], [16.280, 9.311, 17.232], [17.761, 9.571, 17.013], [17.984, 11.025, 16.879], [18.743, 11.753, 17.778], [18.929, 13.135, 17.645], [18.275, 13.747, 16.597], [17.416, 12.981, 15.703], [16.765, 13.629, 14.524], [15.240, 13.636, 14.615], [14.571, 14.257, 15.652], [13.184, 14.237, 15.737], [12.472, 13.522, 14.805], [13.118, 12.854, 13.750], [12.349, 11.972, 12.803], [11.922, 10.742, 13.575], [10.648, 10.681, 14.041], [10.127, 9.637, 14.834], [11.073, 8.687, 15.180], [12.389, 8.765, 14.816], [13.321, 7.691, 15.394], [14.203, 8.398, 16.443], [13.598, 8.915, 17.564], [14.280, 9.685, 18.483], [15.629, 9.919, 18.289], [13.482, 10.272, 19.685], [13.560, 9.226, 20.887], [14.045, 11.600, 20.165], [11.942, 10.378, 19.389], [12.872, 9.827, 14.011], [14.162, 10.011, 13.771], [8.749, 9.594, 15.495], [8.268, 8.173, 15.645], [8.939, 10.233, 16.958], [7.669, 10.495, 14.721], [14.513, 13.019, 13.613], [15.159, 12.518, 12.477], [15.277, 13.521, 11.499], [12.426, 14.965, 16.814], [11.092, 15.519, 16.226], [12.144, 13.969, 17.975], [13.186, 16.122, 17.432], [17.362, 11.616, 15.768], [16.827, 10.900, 14.836], [19.804, 13.837, 18.652], [19.914, 15.329, 18.397], [19.246, 13.646, 20.048], [21.259, 13.247, 18.607], [17.685, 6.668, 15.794], [16.822, 6.316, 14.322], [15.995, 6.113, 15.866], [18.131, 9.116, 16.050], [18.376, 9.138, 17.860], [19.264, 11.212, 18.572], [18.328, 14.872, 16.479], [17.042, 13.020, 13.644], [17.136, 14.654, 14.380], [15.193, 14.709, 16.372], [11.404, 13.398, 14.857], [12.974, 11.651, 11.939], [11.476, 12.512, 12.397], [9.972, 11.438, 13.708], [10.824, 7.846, 15.845], [13.945, 7.231, 14.637], [12.804, 6.916, 15.891], [12.506, 8.850, 17.559], [16.210, 10.577, 18.934], [14.558, 9.255, 21.298], [13.348, 8.207, 20.622], [12.860, 9.560, 21.621], [14.864, 11.478, 20.846], [13.262, 12.226, 20.689], [14.440, 12.161, 19.291], [11.568, 9.412, 19.023], [11.790, 11.096, 18.621], [11.507, 10.633, 20.350], [8.971, 7.517, 16.162], [8.204, 7.689, 14.629], [7.366, 8.141, 16.280], [9.784, 9.784, 17.423], [7.977, 10.102, 17.568], [9.074, 11.297, 16.956], [7.375, 10.003, 13.772], [7.902, 11.548, 14.594], [6.775, 10.386, 15.373], [16.194, 14.135, 11.594], [14.395, 14.175, 11.576], [15.358, 12.969, 10.562], [10.324, 14.767, 15.941], [11.292, 16.016, 15.255], [10.555, 16.256, 16.920], [11.891, 12.939, 17.555], [11.396, 14.393, 18.673], [13.104, 13.854, 18.531], [13.399, 16.884, 16.652], [14.156, 15.757, 17.859], [12.565, 16.647, 18.196], [18.988, 15.882, 18.748], [20.149, 15.633, 17.375], [20.694, 15.694, 19.099], [18.216, 13.993, 19.973], [19.832, 14.258, 20.784], [19.195, 12.621, 20.416], [21.775, 13.524, 17.697], [21.268, 12.221, 18.692], [21.881, 13.602, 19.462], [13.268, 11.253, 9.126], [14.303, 9.808, 8.844], [14.303, 9.373, 7.140], [13.874, 9.000, 9.489], [15.317, 10.018, 9.137], [14.277, 7.445, 11.973], [18.035, 8.724, 13.172], [17.040, 10.917, 10.885], [10.747, 6.071, 9.236], [11.165, 5.885, 10.281]]
}

***

{
  "formula": "C45H53As2N8O10SV",
  "method": "ωB97M-V/def2-TZVPD",
  "charge": 1,
  "s_squared": 0.791,
  "homo_energy_ev": [-7.857, -7.993],
  "largest_force_ev_per_a": 7.65,
  "spin_multiplicity": 2,
  "symbols": ["V", "C", "C", "C", "C", "C", "N", "C", "C", "C", "N", "C", "C", "C", "C", "C", "C", "C", "C", "N", "C", "C", "C", "N", "C", "C", "C", "C", "O", "C", "O", "H", "H", "H", "H", "H", "H", "H", "H", "H", "H", "H", "H", "H", "H", "H", "H", "H", "H", "H", "H", "H", "H", "H", "H", "H", "H", "H", "H", "N", "C", "S", "N", "N", "C", "C", "C", "C", "C", "C", "N", "H", "H", "H", "H", "H", "H", "H", "C", "O", "C", "O", "C", "C", "As", "C", "C", "C", "As", "C", "C", "O", "O", "C", "C", "O", "O", "C", "C", "O", "O", "C", "H", "H", "H", "H", "H", "H", "H", "H", "H", "H", "H", "H", "H", "H", "H", "H", "H", "H"],
  "coordinates": [[0.667, 1.237, 1.005], [4.083, 2.758, -5.278], [3.337, 2.482, -4.002], [3.638, 1.406, -3.209], [2.962, 1.138, -1.994], [3.198, 0.018, -1.190], [4.055, -1.033, -1.306], [4.705, -1.548, -2.494], [3.726, -1.929, -3.618], [2.890, -3.179, -3.313], [2.011, -3.009, -2.158], [1.115, -2.050, -1.956], [0.446, -1.226, -2.855], [0.332, -1.505, -4.240], [-0.494, -0.788, -5.049], [-0.752, -1.177, -6.479], [-1.163, 0.315, -4.483], [-1.095, 0.678, -3.155], [-1.910, 1.849, -2.815], [-2.155, 2.392, -1.701], [-3.063, 3.527, -1.787], [-2.626, 4.795, -1.045], [-1.238, 5.318, -1.424], [-0.183, 4.347, -1.195], [0.537, 4.129, -2.207], [1.619, 3.160, -2.394], [2.298, 3.315, -3.600], [1.963, 2.089, -1.522], [1.413, 1.901, -0.330], [-0.297, -0.122, -2.245], [-0.184, 0.059, -0.999], [4.888, 2.040, -5.432], [4.517, 3.759, -5.253], [3.411, 2.712, -6.137], [4.436, 0.749, -3.520], [2.647, 0.004, -0.278], [4.086, -1.629, -0.498], [5.266, -2.434, -2.193], [5.428, -0.820, -2.869], [4.303, -2.111, -4.526], [3.047, -1.097, -3.815], [3.543, -4.024, -3.098], [2.308, -3.440, -4.196], [2.236, -3.558, -1.346], [0.812, -1.928, -0.922], [0.847, -2.364, -4.651], [-0.028, -1.913, -6.827], [-0.711, -0.311, -7.140], [-1.749, -1.615, -6.570], [-1.784, 0.916, -5.141], [-2.362, 2.289, -3.721], [-4.012, 3.209, -1.344], [-3.262, 3.783, -2.841], [-2.670, 4.599, 0.018], [-3.354, 5.576, -1.281], [-1.018, 6.208, -0.826], [-1.259, 5.634, -2.480], [0.340, 4.700, -3.129], [2.005, 4.134, -4.249], [-0.462, 5.061, 2.574], [0.036, 3.851, 2.281], [-1.031, 2.572, 1.795], [1.316, 3.642, 2.478], [1.679, 2.391, 2.203], [2.808, 1.962, 2.684], [3.055, 0.579, 2.473], [4.160, -0.120, 2.971], [4.270, -1.470, 2.749], [3.265, -2.115, 2.021], [2.204, -1.368, 1.566], [2.078, -0.050, 1.769], [-1.384, 5.298, 2.254], [0.197, 5.802, 2.752], [3.439, 2.623, 3.264], [4.904, 0.422, 3.540], [5.114, -2.031, 3.129], [3.286, -3.181, 1.846], [1.415, -1.835, 0.996], [-5.181, 0.588, -0.362], [-3.968, 0.241, 0.308], [-3.991, 0.284, 1.642], [-4.952, 0.646, 2.275], [-2.667, -0.017, 2.244], [-2.597, 0.002, 3.602], [-3.560, -1.423, 4.536], [-5.015, -2.021, 3.365], [-2.165, -2.597, 3.667], [-1.248, -2.347, 2.723], [-1.157, -0.808, 1.326], [-2.139, -1.923, 0.034], [-0.172, -3.327, 2.394], [-0.019, -3.772, 1.278], [0.748, -3.623, 3.320], [0.771, -2.986, 4.602], [-2.305, -3.933, 4.324], [-2.964, -4.089, 5.326], [-1.708, -4.924, 3.670], [-1.845, -6.242, 4.219], [-1.289, 0.258, 4.264], [-0.203, 0.032, 3.761], [-1.285, 0.768, 5.491], [-2.465, 1.333, 6.085], [-4.909, 0.789, -1.394], [-5.642, 1.461, 0.097], [-5.886, -0.243, -0.316], [-5.825, -1.298, 3.382], [-5.368, -2.964, 3.782], [-4.690, -2.179, 2.339], [-3.066, -2.272, 0.485], [-1.523, -2.780, -0.221], [-2.349, -1.339, -0.856], [1.785, -3.115, 4.973], [0.076, -3.465, 5.294], [0.544, -1.923, 4.528], [-1.134, -6.859, 3.682], [-2.860, -6.606, 4.064], [-1.626, -6.236, 5.285], [-2.120, 2.129, 6.738], [-2.993, 0.584, 6.674], [-3.134, 1.744, 5.330]]
}

***

{
  "formula": "C68H93N14O2",
  "method": "ωB97M-V/def2-TZVPD",
  "charge": 9,
  "homo_energy_ev": -21.412,
  "largest_force_ev_per_a": 2.98,
  "spin_multiplicity": 1,
  "symbols": ["O", "C", "C", "O", "H", "H", "H", "H", "C", "C", "N", "C", "C", "N", "C", "C", "H", "H", "H", "H", "H", "H", "H", "H", "H", "H", "H", "C", "C", "N", "C", "C", "N", "C", "C", "H", "H", "H", "H", "H", "H", "H", "H", "H", "H", "H", "C", "C", "N", "C", "C", "N", "C", "C", "H", "H", "H", "H", "H", "H", "H", "H", "H", "H", "H", "C", "N", "C", "C", "C", "C", "C", "C", "C", "C", "N", "C", "C", "C", "H", "H", "H", "H", "H", "H", "H", "H", "H", "H", "H", "H", "H", "H", "C", "N", "C", "C", "C", "C", "C", "C", "C", "C", "N", "C", "C", "C", "H", "H", "H", "H", "H", "H", "H", "H", "H", "H", "H", "H", "H", "H", "C", "N", "C", "C", "C", "C", "C", "C", "C", "C", "N", "C", "C", "C", "H", "H", "H", "H", "H", "H", "H", "H", "H", "H", "H", "H", "H", "H", "C", "N", "C", "C", "C", "C", "C", "C", "C", "C", "N", "C", "C", "C", "H", "H", "H", "H", "H", "H", "H", "H", "H", "H", "H", "H", "H", "H"],
  "coordinates": [[4.888, 5.120, 12.935], [4.324, 5.964, 11.957], [2.961, 5.659, 11.149], [2.798, 4.530, 10.379], [5.065, 5.821, 11.138], [4.394, 6.997, 12.368], [2.861, 6.564, 10.499], [2.168, 5.826, 11.919], [2.233, 7.387, 3.007], [2.641, 5.994, 3.557], [2.969, 6.138, 4.996], [2.112, 6.311, 6.070], [2.852, 6.250, 7.215], [4.171, 6.107, 6.839], [4.210, 6.003, 5.488], [5.280, 5.834, 7.759], [2.965, 8.178, 3.162], [1.263, 7.663, 3.417], [2.161, 7.306, 1.922], [3.522, 5.674, 3.004], [1.878, 5.228, 3.435], [1.045, 6.370, 5.937], [2.542, 6.186, 8.248], [5.052, 5.657, 4.907], [5.814, 6.766, 7.939], [5.938, 5.018, 7.469], [4.856, 5.492, 8.706], [-0.892, 8.005, 14.534], [-0.465, 6.637, 13.971], [0.294, 5.942, 15.030], [1.601, 6.170, 15.355], [1.896, 5.229, 16.333], [0.789, 4.450, 16.521], [-0.211, 4.949, 15.784], [0.637, 3.272, 17.411], [-1.261, 8.664, 13.744], [-0.143, 8.646, 15.002], [-1.697, 7.879, 15.257], [0.169, 6.477, 13.098], [-1.421, 6.161, 13.755], [2.146, 6.908, 14.792], [2.806, 4.859, 16.775], [-1.236, 4.631, 15.676], [0.867, 2.317, 16.944], [-0.429, 3.271, 17.633], [1.226, 3.478, 18.300], [12.967, 6.233, 12.206], [11.782, 6.321, 11.211], [10.492, 5.867, 11.768], [9.277, 6.258, 11.216], [8.312, 5.652, 12.029], [8.957, 4.893, 12.953], [10.283, 4.994, 12.750], [8.401, 3.957, 13.912], [13.374, 5.230, 12.324], [12.667, 6.556, 13.205], [13.732, 6.889, 11.796], [11.913, 5.864, 10.230], [11.556, 7.369, 11.005], [9.275, 6.851, 10.317], [7.230, 5.544, 12.018], [10.962, 4.499, 13.427], [7.398, 4.229, 14.233], [9.002, 3.712, 14.789], [8.484, 3.028, 13.342], [5.088, 6.623, 16.010], [6.422, 7.085, 15.688], [7.405, 6.462, 16.397], [8.717, 6.869, 16.306], [8.982, 7.902, 15.409], [7.993, 8.408, 14.526], [6.693, 7.929, 14.707], [10.386, 8.428, 15.363], [11.111, 8.470, 16.528], [12.337, 9.136, 16.565], [12.806, 9.682, 15.424], [12.145, 9.610, 14.243], [10.931, 8.956, 14.204], [14.134, 10.430, 15.430], [5.111, 5.547, 15.823], [4.225, 6.982, 15.459], [4.822, 6.727, 17.063], [7.052, 5.734, 17.114], [9.523, 6.388, 16.841], [8.134, 9.155, 13.762], [5.863, 8.262, 14.099], [10.695, 8.184, 17.485], [12.879, 9.324, 17.482], [12.585, 10.039, 13.354], [10.392, 8.941, 13.266], [13.928, 11.253, 14.752], [14.910, 9.753, 15.082], [14.278, 10.744, 16.460], [-1.009, 4.487, 7.046], [-1.322, 5.804, 7.693], [-2.326, 6.539, 7.191], [-2.580, 7.698, 7.883], [-1.858, 8.119, 9.015], [-0.851, 7.287, 9.509], [-0.526, 6.119, 8.741], [-2.123, 9.526, 9.502], [-1.113, 10.280, 10.130], [-1.484, 11.392, 10.877], [-2.729, 11.855, 10.781], [-3.723, 11.205, 10.171], [-3.427, 9.989, 9.539], [-3.095, 13.043, 11.644], [-1.290, 3.664, 7.700], [0.075, 4.454, 6.934], [-1.415, 4.335, 6.048], [-2.864, 6.105, 6.360], [-3.478, 8.224, 7.584], [-0.169, 7.450, 10.333], [0.178, 5.343, 9.023], [-0.135, 9.841, 10.263], [-0.719, 11.954, 11.391], [-4.732, 11.591, 10.223], [-4.223, 9.431, 9.068], [-2.699, 13.900, 11.099], [-2.592, 12.889, 12.595], [-4.155, 13.238, 11.786], [7.550, 1.068, 17.788], [6.425, 1.097, 16.864], [5.473, 0.151, 16.972], [4.332, 0.180, 16.188], [4.134, 1.258, 15.304], [5.117, 2.246, 15.199], [6.281, 2.043, 15.926], [2.902, 1.332, 14.431], [2.707, 2.291, 13.409], [1.488, 2.328, 12.667], [0.547, 1.395, 12.941], [0.667, 0.539, 13.973], [1.843, 0.472, 14.691], [-0.766, 1.412, 12.195], [8.226, 0.308, 17.391], [7.164, 0.860, 18.782], [8.050, 2.031, 17.739], [5.654, -0.680, 17.642], [3.529, -0.529, 16.321], [5.062, 3.103, 14.534], [7.085, 2.759, 15.832], [3.356, 3.070, 13.014], [1.204, 3.035, 11.897], [-0.101, -0.183, 14.214], [1.798, -0.256, 15.489], [-0.605, 1.758, 11.181], [-1.492, 1.967, 12.787], [-1.074, 0.372, 12.292], [4.595, 8.960, 9.832], [4.997, 10.345, 10.128], [6.264, 10.660, 10.516], [6.672, 11.960, 10.801], [5.683, 12.952, 10.758], [4.409, 12.634, 10.400], [4.086, 11.330, 10.021], [6.086, 14.384, 11.041], [7.173, 14.890, 10.291], [7.674, 16.158, 10.454], [7.003, 17.001, 11.285], [5.964, 16.582, 12.003], [5.541, 15.246, 11.995], [7.547, 18.342, 11.545], [5.452, 8.306, 9.969], [4.322, 8.916, 8.776], [3.726, 8.666, 10.416], [6.924, 9.830, 10.726], [7.682, 12.133, 11.139], [3.635, 13.383, 10.491], [3.120, 10.939, 9.733], [7.565, 14.220, 9.537], [8.466, 16.581, 9.852], [5.534, 17.338, 12.647], [4.600, 14.994, 12.465], [8.083, 18.812, 10.721], [8.114, 18.313, 12.473], [6.711, 19.035, 11.658]]
}